[1]
{
  "formula": "C5H8O2",
  "method": "ωB97M-V/def2-TZVPD",
  "elements": ["O", "O", "C", "C", "C", "C", "C", "H", "H", "H", "H", "H", "H", "H", "H"],
  "xyz": [[-0.1092, 1.1728, -0.7970], [1.4441, 0.2870, -2.2783], [1.0752, 0.3514, -1.1437], [-1.9562, -0.4120, 0.1520], [-0.4919, -0.4632, -0.1333], [0.4702, -0.2865, 1.0138], [1.7225, 0.0582, 0.1925], [0.5598, -1.2420, 1.5435], [-2.5661, -0.3892, -0.7578], [-2.2631, 0.4073, 0.8219], [0.2047, 0.4918, 1.7473], [2.2848, 0.9316, 0.5419], [-0.6047, 1.2357, -1.6331], [-2.1811, -1.3619, 0.6567], [2.4110, -0.7809, 0.0735]],
  "lowdin_charge": [0.021, 0.121, -0.498, -0.106, -0.138, -0.197, -0.089, 0.124, 0.073, 0.082, 0.115, 0.126, 0.149, 0.090, 0.128],
  "homo_lumo_gap_ev": 8.855,
  "multiplicity": 1,
  "relative_energy_kj_mol": 353.1,
  "max_force_ha_per_bohr": 0.0124,
  "homo_ha": -0.2952,
  "e_lumo_ev": 0.82
}

[2]
{
  "formula": "C14H16N6O4S",
  "method": "ωB97M-V/def2-TZVPD",
  "elements": ["S", "O", "O", "O", "O", "N", "N", "N", "N", "N", "N", "C", "C", "C", "C", "C", "C", "C", "C", "C", "C", "C", "C", "C", "C", "H", "H", "H", "H", "H", "H", "H", "H", "H", "H", "H", "H", "H", "H", "H", "H"],
  "xyz": [[0.3928, 1.0658, -0.3109], [-0.2568, -2.3242, -2.3618], [1.9204, 2.8938, -1.6276], [0.0672, -1.5736, -4.4170], [2.8922, -2.0762, -1.5454], [2.3070, 2.7878, 2.6892], [2.0032, 0.9336, -2.5323], [0.5362, -1.9456, -1.2340], [-0.8967, -0.0606, -3.0564], [2.8209, 1.7518, -3.2437], [-2.2457, -3.2643, -0.3368], [-0.3441, -1.3210, -3.3287], [-3.6143, -3.2519, -0.3233], [2.7338, 2.9026, -2.6606], [2.9230, 2.2650, 4.7497], [-1.3209, 1.1768, -0.8899], [3.2020, 2.0602, 3.4248], [1.4662, 1.5892, -1.5780], [-4.0278, -3.5935, 0.9377], [-1.7802, -3.6044, 0.9021], [-2.8617, -3.8178, 1.7165], [1.8174, 3.1545, 4.8160], [1.4626, 3.4601, 3.5292], [-1.7840, 0.0664, -1.8729], [1.7505, -2.1605, -1.4363], [3.9566, 1.4613, 2.9438], [-5.0511, -3.6736, 1.2653], [3.2791, 3.7526, -3.0361], [-2.0031, -0.8719, -1.3652], [-1.4632, 0.1188, -3.8759], [2.2733, 2.8220, 1.6869], [-2.7459, 0.4397, -2.2463], [0.6847, 4.0946, 3.1400], [-0.7233, -3.6646, 1.0969], [1.3388, 3.5272, 5.7063], [-2.8216, -4.1019, 2.7549], [-1.9371, 1.0606, 0.0067], [3.4521, 1.8268, 5.5794], [-4.1744, -3.0034, -1.2096], [-1.5577, 2.1510, -1.3196], [-1.6705, -3.0532, -1.1372]],
  "lowdin_charge": [0.980, -0.057, 0.037, 0.154, 0.243, 0.002, 0.053, 0.108, 0.089, 0.071, 0.003, -0.531, -0.149, -0.200, -0.114, -0.427, -0.143, -0.660, -0.115, -0.140, -0.112, -0.114, -0.145, -0.218, -0.245, 0.104, 0.088, 0.137, 0.091, 0.139, 0.118, 0.121, 0.104, 0.102, 0.088, 0.089, 0.081, 0.089, 0.103, 0.082, 0.093],
  "homo_lumo_gap_ev": 8.208,
  "multiplicity": 1,
  "relative_energy_kj_mol": 72.8,
  "max_force_ha_per_bohr": 0.0470,
  "homo_ha": -0.3050,
  "e_lumo_ev": -0.09
}

[3]
{
  "formula": "C33H14Cl78FIN2S",
  "method": "ωB97M-V/def2-TZVPD",
  "elements": ["I", "Cl", "Cl", "Cl", "Cl", "Cl", "Cl", "Cl", "Cl", "Cl", "Cl", "Cl", "Cl", "Cl", "Cl", "Cl", "Cl", "Cl", "Cl", "Cl", "Cl", "Cl", "Cl", "Cl", "Cl", "Cl", "Cl", "Cl", "Cl", "Cl", "Cl", "Cl", "Cl", "Cl", "Cl", "Cl", "Cl", "Cl", "Cl", "Cl", "Cl", "Cl", "Cl", "Cl", "Cl", "Cl", "Cl", "Cl", "Cl", "Cl", "Cl", "Cl", "Cl", "Cl", "Cl", "Cl", "Cl", "Cl", "Cl", "Cl", "Cl", "Cl", "Cl", "Cl", "Cl", "Cl", "Cl", "Cl", "Cl", "Cl", "Cl", "Cl", "Cl", "Cl", "Cl", "Cl", "Cl", "Cl", "Cl", "S", "F", "N", "N", "C", "C", "C", "C", "C", "C", "C", "C", "C", "C", "C", "C", "C", "C", "C", "C", "C", "C", "C", "C", "C", "C", "C", "C", "C", "C", "C", "C", "C", "C", "C", "C", "C", "H", "H", "H", "H", "H", "H", "H", "H", "H", "H", "H", "H", "H", "H"],
  "xyz": [[-0.8604, 6.1350, -2.2035], [-9.0747, -2.4083, 3.2357], [1.2800, -10.5027, -0.4344], [-12.1444, 0.1094, -3.1780], [-4.6259, 0.3067, 0.6861], [2.0671, -1.2211, -1.2245], [-6.3007, 0.3030, -1.9977], [-10.6127, -3.4191, -1.0773], [0.7278, -7.7447, 0.2128], [3.7317, -7.1385, 4.7697], [-9.7159, -4.2721, -3.6830], [-0.5294, 8.7373, 3.4527], [11.6836, -6.8379, 1.6976], [6.2107, 7.6125, 5.1840], [4.2434, -8.8952, -1.4779], [0.1702, -3.2417, -0.4140], [11.5661, -8.4631, -4.2180], [6.8709, 2.9601, 0.2174], [3.0542, 3.3077, 2.4724], [13.6807, -10.1753, -5.1778], [-8.2309, -5.0275, -1.3264], [6.5261, -7.2104, 5.4764], [5.6540, -8.0214, -3.8557], [-1.4410, -9.6323, -0.0344], [6.4026, 3.3721, -2.6001], [5.6053, -4.8908, -4.8004], [-7.4256, 7.1249, 1.6854], [-0.9198, 11.9531, 3.6120], [13.8556, -8.9931, -2.5523], [-8.8190, -0.6559, 0.9638], [6.6946, -3.9798, 0.5976], [0.8156, -7.1888, -7.6094], [-9.6488, 0.9204, -1.9939], [5.4599, -9.1407, 3.6169], [7.0156, -9.5965, -1.8588], [3.8645, 1.2463, 4.3225], [-0.8991, 4.6874, 4.1967], [12.1623, -6.0352, -1.0305], [7.4949, -6.0911, 2.4085], [-1.7672, 7.5192, 1.1229], [-6.4866, -1.9786, 2.0339], [-0.1651, 14.0985, 5.3869], [-2.6341, 2.9371, 2.7283], [5.4937, -6.1385, -7.3921], [14.1337, -7.3406, -4.8969], [5.7219, -3.9997, 3.3124], [0.2940, -5.6432, -5.2278], [0.8038, 6.6279, 2.0156], [-10.0211, 8.3771, 1.8855], [0.0281, -8.7889, -2.3770], [-1.7197, 11.8800, 6.3769], [9.8925, -4.9924, 0.4015], [3.3556, -4.4045, -6.5370], [-2.9177, 13.7940, 4.5824], [-11.5723, 2.9124, -2.7958], [4.7466, -9.2799, 6.4085], [-8.8752, 7.0606, 4.1819], [1.1567, 1.3339, 3.3211], [5.9355, -3.2938, -7.1813], [2.3406, -7.6803, -5.2067], [2.0823, 3.3465, 5.1786], [-3.5557, 4.1393, 5.1836], [-7.7474, 0.1410, 3.5176], [5.2392, 5.0470, 6.0695], [6.5054, 5.2924, 3.4910], [2.8663, -3.3010, 0.6052], [5.7368, 5.4451, -0.7055], [-12.1034, 1.2223, -0.5173], [6.2571, -6.8680, -1.2900], [-7.7473, 9.5368, 3.2275], [4.8030, -5.9848, 1.4270], [1.0496, -1.2392, 1.4721], [0.5272, 9.2563, 0.8236], [-0.4390, -8.4195, -5.3160], [-8.2235, -2.2858, -2.2150], [12.5568, -4.1497, 1.1187], [3.9010, 6.4365, 3.9194], [-1.5390, 2.0730, 5.2413], [4.1766, 3.0267, -0.7981], [-4.9301, 6.2196, 0.5441], [-1.5046, 0.7190, 0.1907], [-5.1610, 4.6512, 0.4808], [-3.5751, 6.3544, -0.3418], [-8.0304, -1.2299, 2.4361], [11.5749, -5.5007, 0.5454], [-6.8581, 2.9435, -1.5704], [0.7576, -7.2319, -5.8474], [-2.8573, 0.9324, -1.8213], [-3.0278, 2.3618, -1.3922], [-1.4295, 12.9322, 4.9869], [13.3099, -8.7448, -4.2125], [5.7943, -8.3494, -2.1251], [0.1419, -9.1691, -0.6584], [-9.1935, -3.7510, -2.0771], [5.7976, 3.7011, -0.9746], [-4.0743, 2.7293, -0.5862], [-3.2900, 5.1102, -0.7187], [5.4619, 6.0979, 4.6690], [-5.1668, 1.8660, 0.0185], [-2.2059, 4.6720, -1.5248], [5.1166, -8.1924, 5.0670], [2.5415, 2.3080, 3.8316], [1.5380, -2.2515, 0.1156], [-8.5221, 8.0272, 2.7486], [5.0966, -4.6787, -6.4759], [-4.1870, 4.1135, -0.2617], [-11.3703, 1.2921, -2.1223], [-6.4309, 1.6783, -0.8501], [0.4642, 3.0516, -0.6213], [-2.0681, 3.3620, -1.8551], [-2.1559, 3.4607, 4.3422], [-0.9139, 2.9035, -2.7139], [-0.2418, 8.0442, 1.8527], [6.1804, -5.0137, 1.9432], [0.2893, 2.5576, -1.8733], [-1.7860, 0.1493, -1.0324], [-2.5596, 0.8704, -2.8632], [-1.2071, 2.0521, -3.3223], [-0.2543, 2.8903, 0.1766], [1.0299, 1.8657, -2.2693], [1.3205, 3.6583, -0.3531], [-7.2444, 3.6563, -0.8489], [-5.5246, 2.4186, 0.8812], [-2.1695, -0.8512, -0.8370], [-3.7772, 0.3746, -1.7513], [-0.6108, 3.7108, -3.3753], [-7.2103, 1.4173, -0.1402], [-6.0467, 3.3959, -2.1354], [-7.6271, 2.6877, -2.2895], [-0.8817, 0.0198, -1.6249]],
  "lowdin_charge": [0.998, 0.533, 0.513, 0.535, 0.683, 0.525, 0.612, 0.513, 0.513, 0.514, 0.525, 0.503, 0.522, 0.530, 0.510, 0.527, 0.515, 0.519, 0.496, 0.524, 0.526, 0.507, 0.492, 0.536, 0.529, 0.503, 0.470, 0.496, 0.511, 0.500, 0.503, 0.535, 0.518, 0.516, 0.540, 0.541, 0.496, 0.510, 0.497, 0.551, 0.512, 0.523, 0.561, 0.520, 0.521, 0.537, 0.516, 0.482, 0.530, 0.485, 0.519, 0.485, 0.507, 0.520, 0.533, 0.528, 0.530, 0.488, 0.531, 0.498, 0.505, 0.534, 0.527, 0.518, 0.510, 0.510, 0.525, 0.529, 0.497, 0.534, 0.470, 0.518, 0.531, 0.498, 0.469, 0.530, 0.489, 0.518, 0.513, 0.952, -0.080, -0.209, -0.323, -2.041, -2.052, -0.121, -2.046, -0.136, -0.086, -2.061, -2.069, -2.032, -2.051, -2.051, -2.058, -0.153, -0.432, -2.053, -0.620, -0.542, -2.054, -2.021, -2.042, -2.046, -2.051, -0.328, -2.040, -0.719, -0.012, -0.213, -2.040, -0.193, -2.014, -2.028, -0.160, -0.211, 0.111, 0.100, 0.060, 0.093, 0.027, 0.084, 0.091, 0.102, 0.023, 0.054, 0.050, 0.085, 0.028, 0.094],
  "homo_lumo_gap_ev": 7.236,
  "multiplicity": 1,
  "max_force_ha_per_bohr": 0.0368,
  "homo_ha": -0.3045,
  "e_lumo_ev": -1.05
}